{
  "formula": "C14H17ClN2O2",
  "method": "the ωB97M-V functional and the def2-TZVPD basis",
  "elements": ["C", "C", "C", "O", "C", "N", "N", "C", "C", "C", "C", "C", "Cl", "C", "C", "C", "C", "C", "O", "H", "H", "H", "H", "H", "H", "H", "H", "H", "H", "H", "H", "H", "H", "H", "H", "H"],
  "coordinates": [[-1.2593, 4.1942, -2.2003], [-2.3141, 3.0186, -1.9500], [-1.8580, 1.7652, -1.1695], [-0.8624, 1.1069, -1.9501], [-1.1752, 2.0469, 0.1769], [-0.9322, 0.7662, 0.9081], [0.1478, 0.0286, 0.4856], [0.4484, -1.1386, 1.0628], [1.6728, -1.8352, 0.5351], [1.8435, -3.2134, 0.7462], [3.0057, -3.8900, 0.2927], [3.9058, -3.2467, -0.5257], [5.2544, -4.1200, -1.1704], [3.7576, -1.8785, -0.7725], [2.6520, -1.1735, -0.2324], [-0.3426, -1.6128, 2.2762], [-1.7792, -1.1596, 2.2892], [-1.9510, 0.2345, 1.7053], [-3.0365, 0.7606, 1.8913], [-1.7281, 5.1041, -2.6037], [-0.7116, 4.4856, -1.2812], [-0.5127, 3.8845, -2.9658], [-2.6975, 2.6765, -2.9221], [-3.1677, 3.5033, -1.4738], [-2.7347, 1.0962, -1.0668], [-0.3441, 0.5712, -1.3159], [-1.6986, 2.7413, 0.7988], [-0.1853, 2.4654, -0.0504], [1.1480, -3.7959, 1.2810], [3.1202, -4.9580, 0.4820], [4.5059, -1.3754, -1.3390], [2.5910, -0.0972, -0.3745], [-0.3014, -2.6977, 2.3717], [0.1213, -1.1600, 3.1847], [-2.2403, -1.2446, 3.2786], [-2.3419, -1.8527, 1.5980]],
  "nbo_charge": [-0.6187, -0.4118, 0.0866, -0.7420, -0.2445, -0.2892, -0.2765, 0.2211, -0.0084, -0.2002, -0.2263, -0.0375, 0.0159, -0.2198, -0.1853, -0.4696, -0.4857, 0.6683, -0.5893, 0.2121, 0.1979, 0.2156, 0.2165, 0.2052, 0.1773, 0.4845, 0.2333, 0.2216, 0.2111, 0.2293, 0.2294, 0.2366, 0.2279, 0.2323, 0.2510, 0.2313],
  "de_lowest_kcal_mol": 46.3,
  "orbital_gap_ev": 8.492
}